The following is a DFT calculation (wB97M-V/def2-TZVPD) of a molecular structure, C34H55B2Cl2MnN3O43 at a distorted geometry.

E_LUMO (spin up / spin down) (eV): -3.256 / -3.368
Spin multiplicity: 6
Total charge: 0
Frontier orbital gap (spin up / spin down) (Ha): 0.2132 / 0.2091
E_HOMO (spin up / spin down) (eV): -9.058 / -9.058
<S²>: 8.752

XYZ file:
```
140
C34H55B2Cl2MnN3O43 wB97M-V/def2-TZVPD
Mn -2.065 4.774 0.391
O -0.258 3.830 0.284
C 0.177 2.692 0.268
O -0.524 1.648 0.538
B 0.397 0.532 0.803
O 1.747 1.051 0.507
C 1.639 2.294 0.038
O 2.520 2.995 -0.325
O 0.044 -0.611 -0.068
C -0.292 -1.655 0.663
O -0.679 -2.702 0.219
C -0.084 -1.243 2.120
O 0.180 0.048 2.180
O -0.269 -1.976 3.042
O -3.521 4.498 -3.944
C -2.450 4.258 -4.417
O -2.052 4.199 -5.667
B -0.581 3.991 -5.732
O -0.181 3.777 -4.323
C -1.195 4.012 -3.554
O -1.152 4.140 -2.347
O 0.081 5.221 -6.224
C 1.049 4.876 -7.066
O 1.902 5.596 -7.471
C 0.909 3.358 -7.372
O -0.119 2.943 -6.630
O 1.609 2.678 -8.041
Cl 3.144 -5.820 5.578
C 3.583 -4.135 5.267
C 2.600 -3.658 4.193
Cl 3.183 -2.059 3.621
H 4.545 -4.093 4.767
H 3.497 -3.503 6.144
H 1.538 -3.567 4.417
H 2.583 -4.336 3.344
C -1.310 -2.468 6.293
N -2.733 -2.826 6.518
O -3.473 -1.988 6.972
O -3.070 -3.946 6.194
H -0.756 -2.992 7.073
H -1.255 -1.398 6.461
H -0.966 -2.845 5.338
C -2.553 -4.264 3.019
N -3.477 -3.139 2.683
O -4.074 -3.226 1.634
O -3.382 -2.121 3.349
H -1.764 -4.015 3.709
H -2.178 -4.453 2.014
H -3.172 -5.112 3.303
C 1.239 0.573 -4.388
N 2.543 1.251 -4.648
O 3.505 0.612 -5.036
O 2.533 2.462 -4.456
H 1.172 -0.260 -5.079
H 0.478 1.342 -4.420
H 1.350 0.171 -3.379
C 3.464 8.357 0.697
O 3.417 7.033 1.190
C 4.401 6.186 0.881
O 5.312 6.470 0.165
O 4.252 4.990 1.435
C 3.233 4.699 2.368
H 2.781 8.994 1.249
H 3.112 8.293 -0.339
H 4.440 8.829 0.593
H 3.686 4.785 3.357
H 2.849 3.695 2.204
H 2.392 5.392 2.319
C -6.296 -0.403 -4.536
O -5.222 -1.263 -4.194
C -5.079 -1.611 -2.931
O -5.631 -1.083 -1.995
O -4.239 -2.630 -2.809
C -3.668 -2.840 -1.521
H -7.165 -0.705 -3.949
H -6.554 -0.501 -5.587
H -6.007 0.631 -4.350
H -3.385 -3.885 -1.423
H -4.319 -2.640 -0.675
H -2.762 -2.236 -1.466
C 0.934 -8.652 4.144
O 1.464 -8.223 2.895
C 1.189 -6.973 2.578
O 0.481 -6.235 3.241
O 1.730 -6.629 1.437
C 1.492 -5.313 0.929
H 1.471 -9.493 4.589
H -0.069 -9.027 3.948
H 0.988 -7.909 4.935
H 1.684 -5.339 -0.139
H 2.185 -4.599 1.369
H 0.460 -5.035 1.123
C -0.904 3.703 4.769
O -1.556 2.632 4.083
C -2.175 2.919 2.954
O -2.057 3.963 2.333
O -3.025 1.989 2.607
C -2.988 0.687 3.237
H -1.627 4.341 5.278
H -0.390 4.390 4.094
H -0.178 3.332 5.483
H -2.006 0.219 3.269
H -3.636 0.059 2.631
H -3.350 0.789 4.258
C 6.104 1.275 2.085
O 6.638 2.513 1.656
C 6.457 2.897 0.400
O 6.677 4.029 0.068
O 6.118 1.908 -0.426
C 5.778 2.338 -1.746
H 5.047 1.188 1.829
H 6.250 1.165 3.157
H 6.606 0.417 1.632
H 6.647 2.853 -2.155
H 4.917 3.005 -1.734
H 5.539 1.493 -2.385
C -5.633 4.683 -0.994
O -5.535 3.259 -0.893
C -4.380 2.700 -0.553
O -3.318 3.318 -0.471
O -4.556 1.430 -0.550
C -3.456 0.537 -0.477
H -4.627 5.020 -1.274
H -5.900 5.235 -0.097
H -6.213 4.913 -1.881
H -2.721 0.649 -1.279
H -3.755 -0.506 -0.501
H -2.882 0.747 0.425
C 0.667 -5.621 -7.119
O 0.218 -5.592 -5.760
C 0.436 -4.565 -4.956
O 0.798 -3.464 -5.304
O 0.293 -4.965 -3.700
C 0.576 -4.007 -2.695
H 1.735 -5.458 -7.209
H 0.025 -4.958 -7.698
H 0.387 -6.627 -7.426
H 1.077 -4.511 -1.867
H -0.389 -3.773 -2.233
H 1.083 -3.091 -2.955
```

---

The following is a DFT calculation (wB97M-V/def2-TZVPD) of C18H14ClN7OS in the gas phase at a distorted geometry.

E_LUMO (eV): -0.303
Total charge: 0
Frontier orbital gap (Ha): 0.3155
E_HOMO (eV): -8.889
Structure (SMILES): Clc1cc(-c2nnc(CSc3nnc(-c4ccncc4)n3C3CC3)o2)ccn1
Energy relative to the best compared isomer or geometry (same formula, charge and spin) (kcal per mole): 53.7

XYZ file:
```
42
C18H14ClN7OS wB97M-V/def2-TZVPD
Cl -2.931 0.983 -2.414
C -3.618 0.869 -0.911
C -2.736 1.103 0.139
C -3.308 1.301 1.413
C -2.448 1.477 2.548
N -2.625 1.616 3.821
N -1.425 1.739 4.459
C -0.576 1.718 3.467
C 0.974 1.896 3.508
S 1.840 1.995 1.781
C 1.695 0.332 1.208
N 1.169 -0.763 1.789
N 1.375 -1.758 0.952
C 1.946 -1.388 -0.134
C 2.122 -2.359 -1.237
C 1.183 -3.393 -1.446
C 1.284 -4.325 -2.379
N 2.397 -4.409 -3.132
C 3.326 -3.571 -2.871
C 3.241 -2.470 -1.981
N 2.240 -0.073 -0.015
C 2.297 0.780 -1.228
C 1.040 0.953 -2.210
C 1.657 2.106 -1.531
O -1.121 1.587 2.309
C -4.690 1.353 1.557
C -5.475 0.968 0.455
N -4.904 0.626 -0.700
H -1.705 1.006 0.067
H 1.162 2.796 4.019
H 1.411 0.988 4.047
H 0.242 -3.414 -0.909
H 0.600 -5.167 -2.327
H 4.239 -3.677 -3.498
H 4.182 -1.806 -1.849
H 3.293 0.685 -1.634
H 1.340 0.817 -3.284
H -0.014 0.705 -2.009
H 2.117 2.906 -2.217
H 0.988 2.593 -0.795
H -5.210 1.612 2.543
H -6.574 1.061 0.629
```

---

The following is a DFT calculation (wB97M-V/def2-TZVPD) of a molecular structure, C5H6N2O at a distorted geometry.

E_LUMO (eV): 0.466
Total charge: 0
Frontier orbital gap (Ha): 0.3951
E_HOMO (eV): -10.284
Energy relative to the best compared isomer or geometry (same formula, charge and spin) (kcal per mole): 91.5

XYZ file:
```
14
C5H6N2O wB97M-V/def2-TZVPD
C 2.077 -0.044 0.721
C 0.937 -0.721 -0.140
C -0.648 1.247 -0.409
C -1.348 -0.083 -0.741
C -2.505 -0.582 0.008
H 1.838 1.132 1.000
H 3.013 -0.331 0.391
H 1.868 -0.975 1.777
H -0.287 1.775 -1.227
H -1.292 1.743 0.325
H -1.056 -0.271 -1.740
N -0.280 -0.187 0.142
N -3.360 -1.035 0.669
O 1.043 -1.668 -0.776
```

---

| no. | energy (Ha) |
| --- | --- |
| 1 | -6849.38436 |
| 2 | -2011.09500 |
| 3 | -378.72518 |